Density functional theory data (the ωB97M-V functional and the def2-TZVPD basis) for a molecular structure, C42H41O5P3PdS3Te at a distorted geometry.

Each line ends with the Löwdin charge.
CARTESIAN COORDINATES (ANGSTROEM)
Pd (0.242, 0.524, -1.239)  0.12
O (-1.988, -0.514, 3.142)  -0.46
S (-1.125, -0.098, 2.028)  0.93
C (0.234, -1.313, 2.021)  -0.35
C (1.016, -1.617, 3.114)  -0.05
C (2.002, -2.586, 3.007)  -0.06
C (2.190, -3.255, 1.811)  -0.07
C (1.373, -2.985, 0.729)  -0.09
C (0.381, -2.016, 0.829)  -0.39
P (-0.809, -1.629, -0.505)  1.05
C (-2.234, -2.530, 0.215)  -0.36
C (-3.520, -2.041, 0.036)  -0.08
C (-4.605, -2.704, 0.585)  -0.07
C (-4.414, -3.880, 1.288)  -0.07
C (-3.135, -4.387, 1.447)  -0.07
C (-2.047, -3.713, 0.927)  -0.09
C (-0.253, -2.776, -1.817)  -0.36
C (0.818, -2.341, -2.595)  -0.16
C (1.342, -3.143, -3.590)  -0.09
C (0.778, -4.386, -3.834)  -0.09
C (-0.308, -4.813, -3.087)  -0.08
C (-0.827, -4.014, -2.084)  -0.07
C (-0.239, 1.367, 2.649)  -0.36
C (0.194, 1.471, 3.954)  -0.07
C (0.920, 2.586, 4.347)  -0.07
C (1.192, 3.592, 3.435)  -0.07
C (0.687, 3.526, 2.145)  -0.06
C (-0.065, 2.424, 1.757)  -0.38
P (-0.858, 2.265, 0.128)  1.02
C (-0.854, 3.970, -0.529)  -0.35
C (-1.959, 4.812, -0.445)  -0.07
C (-1.898, 6.084, -0.985)  -0.08
C (-0.747, 6.524, -1.619)  -0.08
C (0.357, 5.693, -1.703)  -0.07
C (0.302, 4.422, -1.162)  -0.13
C (-2.598, 2.052, 0.633)  -0.41
C (-3.451, 1.385, -0.237)  -0.12
C (-4.783, 1.212, 0.095)  -0.08
C (-5.271, 1.718, 1.288)  -0.07
C (-4.430, 2.415, 2.142)  -0.06
C (-3.095, 2.580, 1.823)  -0.10
H (0.866, -1.102, 4.050)  0.10
H (2.625, -2.810, 3.861)  0.11
H (2.971, -3.997, 1.719)  0.11
H (1.512, -3.519, -0.199)  0.11
H (-3.663, -1.135, -0.531)  0.08
H (-5.598, -2.298, 0.462)  0.10
H (-5.260, -4.400, 1.716)  0.10
H (-2.983, -5.312, 1.985)  0.11
H (-1.052, -4.109, 1.075)  0.11
H (1.237, -1.345, -2.420)  0.02
H (2.173, -2.794, -4.183)  0.11
H (1.172, -5.016, -4.619)  0.11
H (-0.755, -5.776, -3.285)  0.10
H (-1.682, -4.349, -1.515)  0.10
H (-0.055, 0.696, 4.662)  0.11
H (1.282, 2.663, 5.361)  0.10
H (1.773, 4.451, 3.736)  0.11
H (0.879, 4.326, 1.443)  0.10
H (-2.867, 4.476, 0.032)  0.10
H (-2.755, 6.738, -0.908)  0.10
H (-0.718, 7.511, -2.055)  0.10
H (1.256, 6.032, -2.193)  0.11
H (1.163, 3.766, -1.247)  0.01
H (-3.052, 1.008, -1.174)  0.05
H (-5.448, 0.686, -0.576)  0.11
H (-6.309, 1.578, 1.554)  0.10
H (-4.812, 2.832, 3.062)  0.11
H (-2.444, 3.126, 2.490)  0.12
C (-1.750, -2.109, -5.119)  -0.12
O (-1.715, -1.136, -4.093)  -0.23
C (-0.836, -0.144, -4.236)  -1.33
S (0.331, -0.116, -5.406)  0.63
S (-1.096, 1.194, -3.207)  0.56
H (-2.577, -2.771, -4.882)  0.10
H (-0.811, -2.667, -5.167)  0.06
H (-1.920, -1.628, -6.086)  0.08
C (5.400, -1.530, -0.577)  -0.06
C (4.022, -1.602, -1.213)  -0.30
O (3.023, -1.073, -0.363)  -0.30
P (2.694, 0.504, -0.243)  0.15
O (1.628, 0.609, 0.782)  -0.35
Te (2.404, 1.460, -2.429)  0.74
O (4.052, 1.188, 0.303)  -0.30
C (4.304, 1.131, 1.701)  -0.29
C (5.290, 2.230, 2.047)  -0.06
H (6.113, -2.045, -1.214)  0.08
H (5.385, -2.003, 0.404)  0.08
H (5.711, -0.494, -0.463)  0.07
H (3.731, -2.642, -1.390)  0.12
H (4.011, -1.068, -2.176)  0.07
H (4.699, 0.140, 1.955)  0.12
H (3.359, 1.264, 2.242)  0.11
H (6.231, 2.070, 1.528)  0.08
H (5.466, 2.240, 3.117)  0.08
H (4.886, 3.189, 1.736)  0.08

Properties
E   -4615.85220 a.u.

=====

Density functional theory data (the ωB97M-V functional and the def2-TZVPD basis) for a single C3H6N2S molecule at a distorted geometry.

Each line ends with the Löwdin charge.
CARTESIAN COORDINATES (ANGSTROEM)
C (-1.156, 2.053, -1.608)  -0.07
C (-0.246, 0.968, -0.842)  -0.17
C (0.670, -1.245, 0.712)  -0.65
H (-0.873, 3.072, -1.416)  0.03
H (-1.145, 2.028, -2.788)  0.10
H (-2.247, 2.063, -1.200)  0.09
H (-0.434, 0.685, 0.166)  -0.04
H (1.432, -1.480, -1.083)  0.06
H (1.282, -2.091, 0.909)  0.04
N (0.362, 0.058, -1.523)  0.04
N (0.801, -0.937, -0.672)  -0.08
S (-0.110, -0.549, 1.950)  0.67

Properties
E   -625.51360 a.u.
SMILES   C/C=N/NC=S

=====

Density functional theory data (the ωB97M-V functional and the def2-TZVPD basis) for a molecular structure, C34H43FeN2O6PSb2 at a distorted geometry.

Each line ends with the Löwdin charge.
CARTESIAN COORDINATES (ANGSTROEM)
Fe (0.954, -1.227, -0.727)  0.81
C (-2.932, -1.758, -0.922)  0.00
C (-1.967, -0.748, -1.576)  -0.55
C (-2.683, 0.036, -2.628)  -0.03
O (-0.728, -1.251, -2.037)  -0.11
C (-1.623, 0.393, -0.523)  -0.62
O (-2.563, 0.822, 0.178)  -0.16
O (-0.403, 0.655, -0.391)  -0.05
H (-3.445, -2.384, -1.700)  0.09
H (-3.690, -1.231, -0.393)  0.07
H (-2.389, -2.510, -0.291)  0.10
H (-2.999, -0.595, -3.532)  0.11
H (-2.040, 0.911, -2.930)  0.12
H (-3.607, 0.399, -2.187)  0.08
H (-1.054, -1.804, -2.805)  0.15
N (2.764, 0.351, -0.462)  0.04
C (3.532, 0.726, -1.604)  -0.29
C (4.034, 2.032, -1.591)  -0.03
C (4.786, 2.430, -2.684)  -0.04
C (5.102, 1.466, -3.715)  -0.06
C (4.565, 0.209, -3.701)  -0.09
C (3.750, -0.203, -2.655)  -0.30
P (2.787, -1.745, -2.584)  1.11
C (2.323, -2.159, -4.333)  -0.34
C (3.070, -3.060, -5.106)  -0.08
C (2.812, -3.258, -6.447)  -0.10
C (1.849, -2.531, -7.082)  -0.07
C (1.158, -1.535, -6.324)  -0.06
C (1.386, -1.403, -4.980)  -0.13
C (3.956, -3.088, -2.263)  -0.40
C (3.469, -4.409, -2.402)  -0.11
C (4.272, -5.493, -2.115)  -0.07
C (5.593, -5.292, -1.750)  -0.09
C (6.081, -4.011, -1.696)  -0.08
C (5.220, -2.911, -1.834)  -0.09
H (2.451, 1.168, 0.050)  0.11
H (3.241, -0.197, 0.216)  0.08
H (3.976, 2.656, -0.697)  0.12
H (5.136, 3.438, -2.668)  0.10
H (5.815, 1.720, -4.505)  0.11
H (4.753, -0.407, -4.543)  0.10
H (3.889, -3.674, -4.680)  0.11
H (3.423, -3.977, -6.957)  0.10
H (1.546, -2.737, -8.151)  0.13
H (0.413, -0.940, -6.818)  0.10
H (0.744, -0.731, -4.417)  0.10
H (2.412, -4.468, -2.548)  0.10
H (3.886, -6.481, -2.313)  0.11
H (6.351, -6.116, -1.656)  0.13
H (7.124, -3.805, -1.378)  0.12
H (5.522, -1.853, -1.612)  0.12
C (-1.269, -1.612, 4.026)  -0.33
Sb (-1.220, 0.182, 5.397)  1.31
C (-1.363, -0.463, 7.380)  -0.42
C (-3.251, 1.250, 5.405)  -0.31
C (-3.101, 2.729, 5.267)  -0.28
C (-2.286, 3.421, 6.204)  -0.06
C (-2.448, 4.844, 6.288)  -0.10
C (-3.102, 5.572, 5.295)  -0.12
C (-3.850, 4.913, 4.337)  -0.09
C (-3.845, 3.519, 4.262)  -0.32
C (-4.603, 2.919, 3.188)  -0.35
Sb (-3.478, 3.166, 1.245)  1.40
C (-5.199, 2.277, 0.220)  -0.33
C (-3.695, 5.230, 0.669)  -0.41
H (-1.427, -1.185, 3.031)  -0.03
H (-2.087, -2.370, 4.236)  0.01
H (-0.285, -2.043, 4.069)  -0.04
H (-2.011, -1.377, 7.425)  0.02
H (-1.790, 0.320, 8.009)  0.00
H (-0.384, -0.778, 7.728)  -0.02
H (-3.690, 0.938, 6.346)  0.04
H (-3.922, 0.829, 4.624)  0.04
H (-1.635, 2.821, 6.834)  0.07
H (-1.976, 5.358, 7.151)  0.10
H (-3.158, 6.680, 5.388)  0.11
H (-4.327, 5.458, 3.482)  0.11
H (-5.446, 3.616, 2.816)  0.07
H (-5.123, 1.917, 3.300)  0.07
H (-5.007, 2.119, -0.867)  0.00
H (-6.024, 3.002, 0.354)  0.00
H (-5.470, 1.397, 0.771)  -0.02
H (-4.731, 5.640, 0.848)  0.01
H (-3.552, 5.370, -0.424)  -0.01
H (-2.929, 5.816, 1.199)  -0.02
O (0.755, -3.123, 0.221)  -0.10
N (1.406, -2.769, 1.281)  -0.48
O (1.696, -3.522, 2.181)  0.10
O (1.805, -1.482, 1.278)  -0.13

Properties
E   -3967.67904 a.u.
Spin multiplicity   5
<S²>   6.01

=====

E of number 2 (C3H6N2S)?
-625.51360 a.u.

=====

The highest E belongs to which entry?
C3H6N2S